Molecular formula: C18H28BrCuN3NbO3
Method: DFT, ωB97M-V/def2-TZVPD

Calculated values
Spin multiplicity: 1
LUMO level (alpha / beta), hartree: -0.323 / -0.323
Total charge: +2
HOMO-LUMO gap (alpha / beta), eV: 5.41 / 5.41
Energy, Ha: -5363.55958
Energy relative to the best compared isomer or geometry (same formula, charge and spin), kcal per mole: 0.0
HOMO level (alpha / beta), eV: -14.212 / -14.212

CARTESIAN COORDINATES (ANGSTROEM)
N (1.709742, -0.370489, -0.841195)
C (2.886634, -0.657605, -0.936722)
O (3.956008, -1.058098, -0.413748)
Cu (4.164264, -0.690078, -2.244454)
Nb (-0.181559, 0.026410, -0.453007)
N (-0.793102, -1.645568, -1.292354)
N (-0.247317, 1.683679, -1.600771)
C (-0.264977, -2.962988, -1.673864)
C (0.361323, 2.987398, -1.280067)
C (0.704639, -2.783675, -2.834256)
C (-1.376515, -3.916777, -2.096576)
C (0.492866, -3.562447, -0.490467)
C (0.515638, 3.835971, -2.541538)
C (-0.577515, 3.701732, -0.304230)
C (1.732559, 2.806793, -0.637402)
H (0.195268, -2.320373, -3.685842)
H (1.083019, -3.768487, -3.134213)
H (1.559767, -2.163354, -2.558410)
H (-2.054120, -4.151952, -1.270042)
H (-0.922728, -4.861357, -2.422470)
H (-1.944706, -3.514320, -2.941300)
H (1.351534, -2.949303, -0.199092)
H (0.859637, -4.558763, -0.773034)
H (-0.167398, -3.670334, 0.377887)
H (1.091260, 3.300437, -3.303542)
H (1.053218, 4.761302, -2.288590)
H (-0.452419, 4.124413, -2.961898)
H (-1.539949, 3.898522, -0.788688)
H (-0.127575, 4.652834, 0.013485)
H (-0.747620, 3.082425, 0.587450)
H (1.683049, 2.257185, 0.313080)
H (2.133397, 3.803029, -0.402445)
H (2.430197, 2.302737, -1.314419)
C (-1.407336, 1.716407, -2.495259)
H (-1.862458, 0.713733, -2.574472)
H (-2.202988, 2.424275, -2.178077)
H (-1.090423, 2.006483, -3.513432)
C (-2.226921, -1.514360, -0.971081)
H (-2.583485, -2.338283, -0.333252)
H (-2.410189, -0.562808, -0.414305)
H (-2.840833, -1.495800, -1.885681)
Br (0.947434, 2.650449, 3.158550)
C (0.211319, 1.226152, 4.190565)
C (0.297976, 1.211165, 5.585524)
C (-0.099751, 0.062127, 6.287483)
C (-0.524816, -1.079047, 5.606534)
C (-0.593563, -1.084760, 4.217265)
C (-0.303682, 0.095871, 3.528809)
C (-0.303903, 0.082116, 2.085961)
O (0.486983, -0.725327, 1.457492)
O (-1.068871, 0.821418, 1.348170)
H (0.703958, 2.069604, 6.111075)
H (-0.043059, 0.062172, 7.382039)
H (-0.778190, -1.989553, 6.152718)
H (-0.873708, -1.970937, 3.646123)

Forces on the atoms, in the same order (eV/Å):
N 3.40 -0.44 -1.53
C -3.37 -0.19 5.58
O -0.90 0.49 -1.41
Cu 2.26 0.00 -2.71
Nb -0.22 -0.27 -1.04
N -0.68 2.49 1.26
N -1.15 -1.95 1.78
C 0.77 -0.53 -0.03
C 0.03 0.70 -0.03
C -0.07 -0.15 -0.47
C -0.14 -0.12 -0.18
C -0.04 -0.27 0.21
C 0.12 0.13 -0.15
C -0.08 0.03 0.30
C 0.05 0.01 0.12
H 0.15 -0.10 0.04
H -0.08 0.25 -0.02
H -0.09 -0.05 -0.01
H 0.09 0.00 -0.18
H -0.12 0.26 0.09
H 0.00 -0.10 0.12
H -0.13 -0.07 -0.01
H -0.08 0.24 0.16
H 0.15 -0.02 -0.09
H -0.04 0.11 0.02
H -0.17 -0.30 -0.09
H 0.18 -0.03 0.04
H 0.17 0.13 0.22
H -0.22 -0.21 -0.14
H 0.02 0.28 -0.20
H 0.02 0.00 -0.08
H -0.06 -0.35 -0.04
H -0.07 0.10 0.08
C -0.13 0.02 -1.03
H 0.12 0.30 0.03
H 0.60 -0.39 0.05
H -0.21 -0.18 0.37
C -0.05 -0.44 -0.44
H 0.18 0.52 0.04
H -0.25 -0.04 -0.05
H 0.12 0.21 0.35
Br -0.22 -0.15 0.42
C -0.33 -0.58 0.55
C -0.03 -0.19 -0.37
C 0.04 0.26 -0.16
C 0.00 -0.26 0.02
C -0.07 0.38 0.13
C 0.66 0.45 0.74
C 0.07 -0.40 -0.88
O -0.86 0.88 -0.45
O 0.69 -0.89 -0.55
H -0.08 -0.12 -0.06
H -0.01 -0.02 -0.51
H 0.08 0.35 -0.11
H -0.01 0.20 0.31



Molecular formula: C4H8O2
Method: DFT, ωB97M-V/def2-TZVPD

Calculated values
Spin multiplicity: 1
LUMO level, hartree: 0.035
SMILES: CO[C@@]1(C)CO1
Total charge: 0
HOMO-LUMO gap, eV: 9.98
Energy, Ha: -307.58288
Energy relative to the best compared isomer or geometry (same formula, charge and spin), kcal per mole: 81.3
HOMO level, eV: -9.039

CARTESIAN COORDINATES (ANGSTROEM)
C (-0.771696, 0.290857, -1.779297)
O (-0.945781, -0.508715, -0.550613)
C (-0.068599, -0.396373, 0.497978)
C (1.330630, -0.795969, 0.255015)
C (-0.551505, 0.810380, 1.524549)
O (-0.635447, -0.691484, 1.697361)
H (-1.117638, -0.382951, -2.449620)
H (0.320465, 0.441839, -1.815748)
H (-1.319623, 1.159858, -1.606044)
H (1.774646, -0.355727, -0.711732)
H (1.257745, -1.909784, 0.311869)
H (1.975424, -0.396185, 1.084509)
H (0.181639, 1.375748, 2.104379)
H (-1.430261, 1.358506, 1.437393)

Forces on the atoms, in the same order (eV/Å):
C 2.86 -0.90 4.47
O -0.55 -0.94 -0.57
C -1.90 4.71 0.69
C 1.38 0.32 0.07
C 3.26 -3.34 -1.26
O -0.22 1.22 0.70
H -1.06 -1.33 -2.74
H -0.59 0.43 -0.82
H -0.83 1.62 -0.34
H -0.82 -1.12 1.37
H 0.76 0.72 -0.44
H -0.60 -0.64 -0.70
H 0.16 -0.88 0.20
H -1.84 0.14 -0.63